No. 1
Density functional theory data (ωB97M-V/def2-TZVPD) for a cluster of 7 separate species, C33H81BF4N5O5 in total.

Cartesian coordinates (Å):
C  4.42  -1.64  0.61
C  3.22  -1.97  1.51
C  3.50  -3.33  2.16
N  2.23  -4.02  2.72
C  1.81  -3.51  4.14
C  0.93  -3.90  1.85
C  0.04  -5.08  2.23
C  1.06  -6.24  2.44
C  2.42  -5.57  2.66
H  4.32  -0.61  0.27
H  4.54  -2.22  -0.31
H  5.29  -1.75  1.25
H  2.26  -1.86  1.00
H  3.10  -1.18  2.25
H  4.23  -3.18  2.97
H  3.86  -3.99  1.37
H  1.48  -2.47  4.14
H  2.63  -3.75  4.83
H  0.91  -4.03  4.46
H  0.58  -2.88  1.94
H  1.13  -4.11  0.80
H  -0.55  -4.91  3.14
H  -0.63  -5.40  1.43
H  0.74  -6.83  3.29
H  1.16  -6.88  1.56
H  2.88  -5.98  3.55
H  3.01  -5.81  1.77
C  -6.16  4.11  3.91
C  -5.17  2.92  3.79
C  -4.97  2.37  2.38
N  -4.07  1.14  2.26
C  -2.63  1.74  2.52
C  -4.05  0.56  0.86
C  -3.32  -0.83  1.00
C  -3.61  -1.27  2.40
C  -4.27  -0.09  3.15
H  -7.00  3.92  3.25
H  -5.68  4.99  3.48
H  -6.27  4.30  4.98
H  -5.55  2.03  4.30
H  -4.23  3.30  4.19
H  -4.48  3.18  1.83
H  -5.90  2.10  1.88
H  -1.94  0.89  2.53
H  -2.58  2.31  3.45
H  -2.36  2.35  1.66
H  -3.66  1.29  0.15
H  -5.10  0.32  0.67
H  -2.26  -0.80  0.74
H  -3.72  -1.62  0.36
H  -2.70  -1.69  2.83
H  -4.41  -1.99  2.28
H  -3.78  0.02  4.12
H  -5.34  -0.16  3.35
C  0.15  3.08  -2.00
N  -0.30  2.48  -3.37
C  0.00  0.99  -3.41
C  -1.76  2.74  -3.62
C  0.55  3.24  -4.46
C  0.82  2.65  -5.88
O  -0.31  1.99  -6.35
H  -0.58  2.81  -1.24
H  0.28  4.16  -2.11
H  1.04  2.51  -1.73
H  -0.25  0.71  -4.43
H  -0.66  0.48  -2.70
H  1.01  0.92  -3.00
H  -2.42  2.15  -3.00
H  -1.96  2.42  -4.64
H  -1.95  3.77  -3.30
H  1.48  3.33  -3.91
H  0.14  4.25  -4.45
H  1.59  1.89  -5.77
H  1.24  3.43  -6.51
H  0.07  1.39  -6.99
C  0.63  4.09  1.84
N  2.00  4.70  1.60
C  1.87  5.84  0.55
C  2.38  5.31  2.94
C  2.99  3.63  1.03
C  3.07  2.37  1.92
O  3.89  2.79  3.05
H  0.78  3.52  2.75
H  0.27  3.54  0.97
H  -0.15  4.84  2.01
H  1.32  6.61  1.09
H  1.32  5.55  -0.34
H  2.91  6.13  0.40
H  3.35  5.80  2.82
H  2.42  4.61  3.77
H  1.70  6.13  3.14
H  3.92  4.21  1.02
H  2.64  3.51  0.00
H  3.58  1.56  1.40
H  2.11  1.93  2.19
H  4.77  2.43  2.94
C  -1.08  -5.27  -1.63
N  -1.19  -4.37  -2.88
C  -2.54  -4.48  -3.48
C  -1.16  -2.83  -2.45
C  -0.02  -4.57  -3.85
C  -0.31  -4.29  -5.30
O  -0.68  -2.95  -5.50
H  -0.90  -6.32  -1.85
H  -1.96  -5.10  -1.00
H  -0.23  -4.91  -1.05
H  -2.65  -5.46  -3.94
H  -2.73  -3.78  -4.30
H  -3.31  -4.38  -2.71
H  -0.16  -2.52  -2.16
H  -1.75  -2.73  -1.54
H  -1.51  -2.15  -3.23
H  0.23  -5.63  -3.77
H  0.79  -3.97  -3.44
H  -1.14  -4.95  -5.56
H  0.55  -4.47  -5.96
H  0.02  -2.40  -5.86
B  0.31  -0.17  0.49
F  0.05  -0.48  1.80
F  0.46  -1.30  -0.21
F  -0.71  0.53  0.02
F  1.50  0.49  0.43
C  4.15  1.75  -1.50
C  4.08  2.94  -2.54
O  4.14  4.09  -2.05
O  3.82  2.69  -3.72
H  4.62  1.97  -0.54
H  4.83  0.99  -1.90
H  3.19  1.24  -1.37

## Properties
expectation value of S²	0.75
spin multiplicity	2
lowest unoccupied orbital energy (spin up / spin down)	-7.995 / -11.680	eV
molar mass	714.8	g mol⁻¹
HOMO-LUMO gap (spin up / spin down)	11.03 / 7.17	eV
calculated total energy	-64735.111	eV
net charge	+4

No. 2
Density functional theory data (ωB97M-V/def2-TZVPD) for a structure of composition C33H81F18N16O43S14.

Cartesian coordinates (Å):
C  5.45  -8.54  0.60
C  4.24  -7.85  -0.01
O  4.12  -7.75  -1.22
N  3.40  -7.31  1.02
H  6.07  -1.89  -0.30
H  3.96  -7.04  1.78
C  2.28  -6.48  0.71
H  6.29  -8.00  0.31
H  5.55  -9.53  0.25
H  5.30  -8.47  1.66
H  1.69  -6.32  1.66
H  1.69  -6.97  -0.06
H  2.54  -5.48  0.33
C  -7.16  -1.45  -1.92
C  -7.74  -2.03  -0.63
O  -8.73  -1.76  0.00
N  -6.86  -3.11  0.01
H  -5.97  -3.28  -0.56
H  -6.70  -2.99  1.02
C  -7.66  -4.43  -0.23
H  -6.63  -2.14  -2.57
H  -6.51  -0.62  -1.60
H  -7.99  -0.98  -2.44
H  -8.52  -4.28  0.41
H  -6.99  -5.18  0.13
H  -7.82  -4.44  -1.33
C  -2.52  -4.59  -2.75
C  -3.15  -3.40  -1.87
O  -4.42  -3.33  -1.78
N  -2.33  -2.45  -1.36
H  -1.38  -2.64  -1.40
H  -3.43  1.68  -2.62
C  -2.88  -1.21  -0.81
H  -2.99  -5.52  -2.40
H  -1.46  -4.59  -2.69
H  -2.81  -4.52  -3.80
H  -3.28  -0.58  -1.65
H  -2.11  -0.55  -0.33
H  -3.75  -1.39  -0.13
C  1.97  1.72  4.09
C  1.08  2.72  3.55
O  -0.09  2.92  3.86
N  1.50  3.52  2.41
H  2.51  3.52  2.44
H  1.26  2.99  1.55
C  1.03  4.96  2.32
H  2.68  1.47  3.35
H  1.40  0.88  4.44
H  2.46  2.23  4.90
H  -0.05  4.99  2.27
H  1.43  5.44  1.43
H  1.39  5.51  3.15
C  -2.99  1.67  5.71
C  -3.57  1.29  4.32
O  -4.36  0.45  4.06
N  -2.83  1.83  3.16
H  -3.57  1.81  2.43
H  -2.34  2.69  3.31
C  -1.84  0.77  2.74
H  -1.95  1.36  5.86
H  -3.50  1.30  6.56
H  -2.99  2.78  5.88
H  -1.00  0.84  3.45
H  -1.44  1.09  1.79
H  -2.45  -0.13  2.70
C  -2.00  4.47  -3.36
C  -2.23  5.47  -2.31
O  -1.99  6.61  -2.32
N  -2.80  4.89  -1.00
H  -3.17  5.58  -0.34
H  -3.59  4.28  -1.23
C  -1.81  4.08  -0.18
H  -3.05  4.44  -3.84
H  -1.94  3.46  -2.91
H  -1.17  4.66  -4.01
H  -1.74  3.15  -0.77
H  -2.22  4.09  0.82
H  -0.90  4.61  -0.38
C  2.20  1.05  -5.32
C  2.35  1.82  -6.56
O  3.50  2.13  -7.11
N  1.39  1.95  -7.36
H  5.71  3.55  -5.03
H  0.50  1.54  -7.12
C  1.48  2.67  -8.66
H  3.14  0.53  -5.11
H  1.35  0.34  -5.40
H  2.02  1.71  -4.43
H  0.77  2.10  -9.34
H  2.52  2.59  -8.93
H  1.28  3.76  -8.41
C  3.84  -3.68  -3.18
C  4.78  -2.75  -3.87
O  4.85  -1.58  -3.59
N  5.43  -3.39  -4.93
H  4.02  2.31  -6.43
H  5.28  -4.42  -5.06
C  6.51  -2.83  -5.65
H  3.65  -3.21  -2.23
H  4.08  -4.72  -3.02
H  2.90  -3.88  -3.67
H  7.18  -2.24  -5.00
H  6.18  -2.18  -6.46
H  7.15  -3.61  -6.05
C  4.81  -0.05  -0.69
C  5.65  -0.34  0.61
O  6.38  -1.49  0.57
N  5.55  0.49  1.62
H  4.97  1.23  1.14
H  9.63  4.50  7.68
C  6.06  0.48  3.06
H  5.31  0.58  -1.48
H  3.91  0.44  -0.29
H  4.59  -0.95  -1.31
H  7.05  1.01  2.97
H  6.26  -0.57  3.29
H  5.32  0.99  3.74
C  -1.63  -6.14  5.27
C  -2.04  -5.44  6.53
O  -2.19  -5.76  7.66
N  -2.27  -3.96  6.21
H  -1.29  -3.67  5.82
H  -2.91  -3.97  5.43
C  -2.68  -3.08  7.25
H  -0.98  -5.45  4.64
H  -2.51  -6.25  4.66
H  -1.06  -7.06  5.33
H  -3.46  -3.57  7.86
H  -3.01  -2.12  6.87
H  -1.82  -3.04  7.90
C  0.65  -1.15  -0.25
F  0.52  -1.65  -1.44
F  -0.28  -1.58  0.60
F  1.85  -1.51  0.15
S  0.64  0.74  -0.44
O  1.09  1.17  0.92
O  1.62  0.82  -1.49
O  -0.66  1.16  -0.73
C  3.75  3.47  -2.71
F  2.55  3.75  -2.18
F  4.80  3.71  -2.00
F  3.65  2.18  -2.98
S  3.98  4.30  -4.36
O  4.67  5.57  -4.15
O  4.80  3.22  -5.06
O  2.76  4.26  -5.05
N  -2.95  5.85  2.44
S  -3.04  7.29  1.79
O  -3.69  8.27  2.59
O  -3.23  7.09  0.36
F  -1.47  7.65  1.91
S  -4.17  5.33  3.27
O  -3.80  4.13  3.92
O  -5.41  5.63  2.59
F  -4.26  6.24  4.57
N  5.83  4.48  2.66
S  5.03  4.79  3.95
O  3.77  3.99  4.08
O  4.94  6.17  4.29
F  5.97  4.24  4.99
S  5.20  4.51  1.20
O  4.54  3.26  0.92
O  5.96  5.17  0.28
F  3.87  5.51  1.23
N  -3.01  0.52  -6.03
S  -1.57  0.96  -6.51
O  -0.72  -0.15  -6.92
O  -0.87  1.79  -5.58
F  -2.00  1.82  -7.80
S  -3.67  1.30  -4.93
O  -3.88  2.56  -5.66
O  -3.14  1.15  -3.37
F  -4.98  0.56  -5.04
N  -5.46  -4.16  2.47
S  -6.18  -3.94  3.90
O  -5.19  -4.21  4.93
O  -7.44  -4.51  3.95
F  -6.53  -2.38  3.86
S  -3.92  -3.94  2.22
O  -3.70  -4.38  0.91
O  -3.04  -4.51  3.18
F  -3.74  -2.26  2.20
N  -5.32  3.33  -0.91
S  -6.39  3.37  -2.23
O  -7.77  3.53  -1.91
O  -6.03  2.33  -3.14
F  -5.90  4.69  -2.75
S  -5.52  2.21  0.23
O  -4.25  2.26  0.86
O  -6.04  0.96  -0.18
F  -6.50  2.78  1.31
N  1.36  -3.19  3.22
S  0.49  -2.36  4.32
O  0.09  -3.13  5.42
O  -0.48  -1.42  3.89
F  1.50  -1.30  5.12
S  2.80  -2.52  2.99
O  3.29  -3.30  1.90
O  3.87  -2.24  3.90
F  2.50  -1.03  2.38
O  8.59  -0.90  -3.57
C  7.73  -0.77  -2.45
O  7.48  -1.68  -1.65
O  7.43  0.46  -2.37
H  8.98  -1.79  -3.71

## Properties
spin multiplicity	1
lowest unoccupied orbital energy	-9.542	eV
molar mass	2181.0	g mol⁻¹
HOMO-LUMO gap	1.28	eV
calculated total energy	-348003.308	eV
net charge	+1

No. 3
Density functional theory data (ωB97M-V/def2-TZVPD) for a cluster of 9 separate species, C33H82BrN3O9PS2 in total.

Cartesian coordinates (Å):
C  -0.62  -6.89  0.99
P  0.76  -5.58  1.33
C  1.92  -6.53  0.17
N  0.19  -4.50  0.00
O  1.27  -6.52  2.72
Br  -0.95  -4.49  2.90
C  2.04  -4.31  1.87
C  1.61  -2.84  1.99
C  1.64  -2.36  3.43
S  0.79  -0.77  3.65
C  1.32  0.04  2.18
S  2.77  0.71  1.92
N  0.31  0.08  1.20
C  -0.96  0.60  1.35
C  -1.60  0.38  0.18
N  -0.77  -0.27  -0.72
C  0.35  -0.43  -0.07
H  -1.33  -6.98  1.81
H  -0.15  -7.86  0.77
H  -1.17  -6.59  0.09
H  1.46  -6.72  -0.80
H  2.13  -7.50  0.62
H  2.87  -6.03  0.00
H  0.25  -5.02  -0.87
H  -0.78  -4.24  0.13
H  0.65  -7.25  2.83
H  2.89  -4.36  1.19
H  2.40  -4.64  2.84
H  0.65  -2.65  1.52
H  2.35  -2.24  1.46
H  2.67  -2.24  3.76
H  1.14  -3.06  4.10
H  -1.29  1.07  2.26
H  -2.62  0.63  -0.07
H  1.23  -0.94  -0.43
C  6.21  -2.27  -1.21
C  4.71  -2.03  -1.18
C  4.36  -0.61  -1.62
O  4.17  -2.30  0.11
H  6.71  -1.59  -0.51
H  6.43  -3.29  -0.90
H  6.62  -2.11  -2.20
H  4.21  -2.74  -1.84
H  4.82  0.11  -0.93
H  3.29  -0.46  -1.60
H  4.73  -0.40  -2.63
H  4.58  -1.70  0.73
C  -1.38  -7.71  -4.59
C  -1.50  -7.25  -3.15
C  -2.69  -6.33  -2.95
O  -0.30  -6.61  -2.73
H  -1.23  -6.85  -5.25
H  -0.52  -8.38  -4.71
H  -2.28  -8.24  -4.92
H  -1.60  -8.12  -2.49
H  -2.58  -5.43  -3.57
H  -2.76  -6.02  -1.91
H  -3.63  -6.81  -3.23
H  -0.17  -5.83  -3.28
C  -0.85  4.65  -2.12
C  0.22  5.06  -1.12
C  1.55  4.41  -1.44
O  -0.19  4.75  0.22
H  -1.01  3.57  -2.09
H  -1.81  5.13  -1.88
H  -0.56  4.93  -3.13
H  0.33  6.15  -1.13
H  1.47  3.33  -1.39
H  2.31  4.72  -0.72
H  1.88  4.69  -2.45
H  -0.28  3.79  0.26
C  -2.36  0.76  6.18
C  -1.30  1.76  6.63
C  -0.92  2.76  5.55
O  -0.10  1.08  7.03
H  -1.99  0.19  5.32
H  -2.59  0.06  6.97
H  -3.28  1.27  5.88
H  -1.67  2.29  7.51
H  -0.48  2.22  4.69
H  -0.16  3.44  5.93
H  -1.76  3.35  5.18
H  0.13  0.66  6.20
C  -5.04  -4.21  -7.30
C  -3.66  -4.11  -6.66
C  -2.62  -3.61  -7.65
O  -3.26  -5.36  -6.10
H  -5.01  -4.92  -8.12
H  -5.77  -4.56  -6.57
H  -5.37  -3.25  -7.69
H  -3.70  -3.43  -5.81
H  -2.53  -4.31  -8.49
H  -1.64  -3.53  -7.17
H  -2.89  -2.63  -8.05
H  -3.21  -6.00  -6.82
C  -0.94  5.11  -6.47
C  0.06  6.11  -5.89
C  0.54  7.10  -6.94
O  1.16  5.41  -5.32
H  -0.48  4.53  -7.27
H  -1.28  4.42  -5.70
H  -1.82  5.62  -6.88
H  -0.41  6.65  -5.07
H  1.05  6.57  -7.75
H  1.25  7.80  -6.50
H  -0.29  7.66  -7.37
H  1.59  4.92  -6.02
C  2.84  6.65  7.31
C  2.28  5.24  7.39
C  3.29  4.25  7.95
O  1.82  4.81  6.11
H  3.71  6.67  6.65
H  2.10  7.33  6.91
H  3.16  7.00  8.30
H  1.39  5.24  8.02
H  4.17  4.21  7.31
H  2.86  3.25  8.00
H  3.62  4.54  8.95
H  2.58  4.78  5.51
C  -2.84  6.40  2.25
C  -3.84  5.25  2.27
C  -3.45  4.20  3.31
O  -3.93  4.66  0.98
H  -1.84  6.02  2.00
H  -3.13  7.12  1.48
H  -2.79  6.91  3.21
H  -4.84  5.63  2.49
H  -2.47  3.78  3.06
H  -4.17  3.38  3.32
H  -3.40  4.64  4.30
H  -3.05  4.34  0.74

## Properties
spin multiplicity	1
lowest unoccupied orbital energy	1.354	eV
molar mass	840.0	g mol⁻¹
HOMO-LUMO gap	6.06	eV
calculated total energy	-159451.797	eV
net charge	-1

Question: Which formula does entry 2 have?
Answer: C33H81F18N16O43S14

Question: The highest net charge belongs to which entry?
Answer: C33H81BF4N5O5

Question: Which of these has the lowest calculated total energy?
Answer: C33H81F18N16O43S14